Entry 1:
Formula: C22H25AsBrN2OS3SbW
Source: OMol25
Level of theory: wB97M-V/def2-TZVPD

Output
Net charge: +3
Molecular weight, g mol⁻¹: 890.08
Frontier orbital gap (spin up / spin down), hartree: 0.1108 / 0.1086
Multiplicity: 2

Each line ends with the Löwdin spin population.
Element x y z (Å)
W -7.7196 -12.0056 7.7513  -0.001
Br -0.3133 -14.3312 7.6638  -0.004
C -1.9163 -15.1887 7.0638  -0.007
C -1.8856 -15.7427 5.7694  0.001
C -2.8458 -16.6546 5.3537  -0.005
C -3.8662 -17.0850 6.2520  -0.001
O -4.7501 -17.9111 5.9220  -0.005
C -3.9377 -16.2769 7.4684  -0.002
C -5.3256 -16.2233 7.8737  0.000
N -5.8310 -15.6266 8.8548  0.007
C -6.8274 -15.2973 9.6424  0.002
C -6.8769 -15.6365 11.0525  0.006
C -7.9658 -15.3913 11.8476  0.001
C -9.2366 -15.2045 11.3101  0.007
C -9.2818 -14.8316 9.9682  0.001
C -10.4917 -14.0942 9.6263  0.000
C -10.6721 -13.6245 8.3332  0.000
C -9.6004 -13.8037 7.4284  0.000
N -8.3189 -14.0107 7.8844  0.001
C -8.1617 -14.8679 9.0888  0.003
C -3.0556 -15.3362 7.8548  -0.004
H -1.0039 -15.3910 5.2117  0.000
H -2.7031 -17.0392 4.3513  0.000
H -5.9849 -16.8918 7.3018  0.001
H -5.9545 -16.1048 11.4369  0.000
H -7.8107 -15.3540 12.9542  0.000
H -10.1922 -15.3357 11.9322  0.000
H -11.2614 -13.9742 10.3923  0.000
H -11.5550 -13.0980 8.0139  0.000
H -9.6863 -13.7548 6.3436  0.000
H -3.2598 -14.6964 8.6698  0.000
S -9.3706 -10.7645 8.3630  0.000
Sb -6.4816 -9.5854 7.7034  0.002
S -6.1162 -12.1498 9.3443  0.000
S -7.2843 -10.9969 5.8102  0.000
C -10.1996 -15.2378 2.3130  0.006
C -9.1555 -16.0071 1.5071  0.122
As -7.7473 -16.8948 2.7976  0.588
C -6.3005 -17.0738 1.4438  0.066
C -6.6101 -17.3478 -0.0371  0.028
C -8.3822 -18.7791 2.9915  0.097
C -8.8293 -19.4575 1.7031  0.041
H -10.1211 -14.1588 2.3223  0.000
H -10.1758 -15.5375 3.4071  0.006
H -11.1996 -15.5179 1.9583  0.001
H -8.5875 -15.3761 0.7815  0.001
H -9.5416 -16.8587 0.9926  0.016
H -5.6594 -17.7900 1.9050  0.000
H -5.8148 -16.1088 1.5209  0.005
H -6.0906 -18.2349 -0.3843  0.005
H -6.2360 -16.4655 -0.6766  0.001
H -7.7153 -17.4011 -0.2384  0.001
H -9.2990 -18.6718 3.6804  -0.001
H -7.6727 -19.4379 3.5035  -0.001
H -9.8706 -19.3440 1.3821  0.002
H -8.6728 -20.5284 1.7907  0.009
H -8.2717 -19.0162 0.8669  0.003

Entry 2:
Formula: C22H25ClN2O3
Source: OMol25
Level of theory: wB97M-V/def2-TZVPD

Output
Molecular weight, g mol⁻¹: 400.91
Frontier orbital gap, hartree: 0.3364
SMILES: O=C(NCCOc1ccccc1)[C@@H]1CCC(=O)N(CCc2ccc(Cl)cc2)C1

Each line ends with the Mulliken charge.
Element x y z (Å)
O -2.4336 0.7797 -2.0824  -0.679
C -1.2656 0.8699 -2.3828  0.272
N -0.7070 2.0149 -2.8514  -0.164
C -1.3543 3.2906 -2.6612  -1.146
C -0.6187 4.1011 -1.5889  -0.586
O -0.5199 3.2773 -0.4489  -0.121
C 0.1748 3.7188 0.6390  0.480
C 0.7783 4.9652 0.7494  -0.514
C 1.4721 5.2911 1.9043  -0.609
C 1.5731 4.3915 2.9483  -0.505
C 0.9657 3.1497 2.8400  -0.557
C 0.2716 2.8140 1.6969  -0.157
C -0.2823 -0.2869 -2.2402  0.295
C -0.9323 -1.6376 -2.5131  -0.744
C 0.1188 -2.7227 -2.3447  -0.642
C 0.9563 -2.6157 -1.0834  0.764
O 1.6372 -3.5543 -0.7134  -0.661
N 0.9656 -1.4282 -0.4282  0.167
C 1.6494 -1.3565 0.8462  -1.312
C 0.6933 -1.5756 2.0342  -0.833
C -0.0209 -2.8861 1.8679  0.203
C 0.6004 -4.0753 2.2275  -0.249
C -0.0062 -5.2938 1.9928  -0.751
C -1.2511 -5.3249 1.3863  0.423
Cl -2.0142 -6.8459 1.0766  -0.235
C -1.8940 -4.1535 1.0272  -1.018
C -1.2733 -2.9417 1.2713  0.183
C 0.1701 -0.2737 -0.7794  -0.677
H 0.2908 2.0391 -2.9972  0.286
H -1.3798 3.8557 -3.5972  0.354
H -2.3727 3.0707 -2.3338  0.401
H -1.1761 5.0202 -1.3668  0.439
H 0.3855 4.3731 -1.9483  0.481
H 0.7111 5.6890 -0.0479  0.353
H 1.9364 6.2632 1.9809  0.365
H 2.1172 4.6548 3.8421  0.382
H 1.0333 2.4401 3.6510  0.387
H -0.2161 1.8574 1.5965  0.473
H 0.5774 -0.1485 -2.9033  0.354
H -1.7561 -1.7828 -1.8135  0.280
H -1.3453 -1.6649 -3.5229  0.381
H -0.3360 -3.7146 -2.3362  0.353
H 0.8197 -2.7025 -3.1850  0.279
H 2.4027 -2.1472 0.8422  0.543
H 2.1403 -0.3824 0.9344  0.520
H -0.0252 -0.7560 2.0878  0.210
H 1.2847 -1.5748 2.9508  0.507
H 1.5773 -4.0498 2.6863  0.389
H 0.4852 -6.2141 2.2660  0.409
H -2.8646 -4.1890 0.5572  0.437
H -1.7811 -2.0292 0.9929  0.395
H 0.7672 0.6239 -0.5750  0.153
H -0.7290 -0.2231 -0.1508  0.243

Entry 3:
Formula: C22H25F3N3O2S
Source: OMol25
Level of theory: wB97M-V/def2-TZVPD

Output
Net charge: +1
Molecular weight, g mol⁻¹: 452.52
Frontier orbital gap, hartree: 0.3109

Each line ends with the Mulliken charge.
Element x y z (Å)
N -4.0494 -0.4986 0.5614  -0.222
C -3.1673 0.4724 0.6949  0.393
N -3.4734 1.7477 1.0547  -0.294
C -2.2572 2.5711 0.7701  -0.667
C -1.5217 1.6718 -0.2123  0.092
C -0.0595 1.9135 -0.5317  -0.530
S 0.1286 1.9208 -2.3170  0.990
O -0.9640 2.6604 -2.8907  -0.636
O 0.3588 0.5654 -2.7406  -0.581
N -1.8416 0.3616 0.4564  -0.262
H -5.0330 -0.3218 0.4385  0.205
H -3.7636 -1.4705 0.6172  0.148
H -4.3458 2.0855 0.6658  0.338
H -2.5044 3.5667 0.4104  0.385
H -1.7232 2.6791 1.7155  0.217
H -2.1328 1.6808 -1.1232  0.408
H 0.2808 2.8832 -0.1617  0.400
H 0.5915 1.1220 -0.1607  0.123
H 1.2810 2.6142 -2.4795  0.182
H -1.5089 -0.4924 0.0276  0.307
F 3.7852 1.7908 -0.5321  -0.198
C 4.5427 1.6097 -1.6462  0.393
C 5.5896 2.4732 -1.8919  -0.537
C 6.3450 2.2762 -3.0401  -0.301
C 6.0418 1.2413 -3.9160  -0.588
C 4.9777 0.3920 -3.6440  -0.437
C 4.2218 0.5711 -2.4942  -0.251
H 5.8049 3.2752 -1.1989  0.422
H 7.1748 2.9376 -3.2501  0.366
H 6.6338 1.0988 -4.8095  0.385
H 4.7329 -0.4116 -4.3253  0.370
H 3.3917 -0.0803 -2.2524  0.415
F 0.3378 2.3525 2.8511  -0.320
C 1.5682 1.7772 2.9448  0.483
C 2.6246 2.5392 3.3942  -0.609
C 3.8744 1.9408 3.4752  -0.394
C 4.0451 0.6129 3.1076  -0.644
C 2.9609 -0.1274 2.6588  -0.440
C 1.7031 0.4549 2.5756  -0.240
H 2.4685 3.5728 3.6715  0.434
H 4.7181 2.5176 3.8288  0.402
H 5.0224 0.1553 3.1730  0.420
H 3.0911 -1.1626 2.3733  0.400
H 0.8384 -0.1042 2.2407  0.482
F -2.9763 -3.2465 0.2693  -0.359
C -4.0374 -4.1173 0.2126  0.519
C -4.9173 -4.1431 1.2731  -0.368
C -5.9947 -5.0173 1.2060  -0.338
C -6.1608 -5.8371 0.0990  -0.566
C -5.2507 -5.7862 -0.9489  -0.307
C -4.1711 -4.9154 -0.9015  -0.601
H -4.7560 -3.5097 2.1366  0.460
H -6.6993 -5.0600 2.0252  0.370
H -6.9981 -6.5195 0.0543  0.390
H -5.3775 -6.4289 -1.8092  0.371
H -3.4503 -4.8552 -1.7052  0.418

Entry 4:
Formula: C22H25FN4OS
Source: OMol25
Level of theory: wB97M-V/def2-TZVPD

Output
Molecular weight, g mol⁻¹: 412.53
Frontier orbital gap, hartree: 0.3177
SMILES: Cc1cc(-c2nn(-c3ccccc3F)cc2CN2CCC[C@@H](C(N)=O)C2)c(C)s1

Each line ends with the Mulliken charge.
Element x y z (Å)
C -4.0036 -2.3528 1.9821  -1.298
C -3.0662 -2.2275 0.8354  1.033
C -1.8033 -1.7389 0.8300  -1.888
C -1.2192 -1.6696 -0.4670  -0.138
C 0.0952 -1.0767 -0.6866  0.028
N 1.1589 -1.4982 -0.0307  -1.036
N 2.1824 -0.7180 -0.4092  0.859
C 3.4514 -0.9630 0.1091  0.295
C 3.6711 -2.1576 0.7976  -0.573
C 4.9074 -2.4533 1.3339  -0.739
C 5.9617 -1.5645 1.1960  -0.408
C 5.7655 -0.3712 0.5251  -0.622
C 4.5236 -0.0784 -0.0048  0.803
F 4.3768 1.1118 -0.6336  -0.291
C 1.7729 0.2151 -1.3111  -1.154
C 0.4289 0.0300 -1.5196  1.331
C -0.4797 0.8657 -2.3736  -1.650
N -1.1250 2.0032 -1.7490  0.352
C -0.3208 3.1702 -1.4671  -1.030
C 0.3392 3.1768 -0.0814  -0.079
C -0.7225 2.9607 0.9933  -1.077
C -1.4541 1.6440 0.7074  1.838
C -2.5308 1.3815 1.7464  -0.287
N -2.0428 0.9817 2.9474  -0.274
O -3.7183 1.5091 1.5534  -0.673
C -2.0727 1.7167 -0.6988  -1.676
C -2.0421 -2.1580 -1.4403  1.875
C -1.7717 -2.3636 -2.8898  -1.597
S -3.5624 -2.6648 -0.7695  -0.349
H -4.6169 -1.4531 2.0567  0.248
H -3.4472 -2.4681 2.9101  0.342
H -4.6652 -3.2066 1.8527  0.440
H -1.2834 -1.4311 1.7191  0.408
H 2.8380 -2.8350 0.8943  0.397
H 5.0501 -3.3847 1.8594  0.381
H 6.9308 -1.7943 1.6097  0.377
H 6.5605 0.3479 0.4066  0.427
H 2.4399 0.9257 -1.7523  0.673
H 0.0953 1.2500 -3.2223  0.545
H -1.2827 0.2359 -2.7629  0.118
H 0.4383 3.2683 -2.2460  0.395
H -0.9879 4.0395 -1.5322  0.448
H 0.8452 4.1316 0.0717  0.475
H 1.0869 2.3839 -0.0204  -0.024
H -0.2613 2.9421 1.9844  0.366
H -1.4423 3.7826 0.9710  0.364
H -0.7280 0.8272 0.7500  -0.364
H -1.0588 0.8907 3.1229  0.238
H -2.6861 0.8150 3.7031  0.249
H -2.5838 0.7799 -0.9251  0.414
H -2.8250 2.5136 -0.6932  0.369
H -2.4370 -1.7571 -3.5058  0.332
H -1.9389 -3.4072 -3.1564  0.440
H -0.7398 -2.1074 -3.1198  0.368